Model A:
C6H8O3 as an isolated structure. Source: OMol25; level of theory: the ωB97M-V functional and the def2-TZVPD basis.

Values from the calculation:
Charge: 0
HOMO-LUMO gap in eV: 8.806
E_LUMO in eV: -0.2

Element x y z (Å)
C  -1.448  0.923  -0.948
C  1.320  0.454  1.631
C  0.190  -1.403  -0.166
C  -1.240  -0.953  -1.281
C  -0.267  1.157  -0.225
C  0.043  0.307  0.840
O  1.298  -1.356  -0.982
O  0.011  -2.357  0.539
O  -1.940  -1.588  -1.944
H  1.340  -0.504  -1.436
H  -1.618  1.449  -1.882
H  -2.356  0.738  -0.381
H  0.542  1.696  -0.714
H  -0.805  -0.040  1.426
H  1.583  -0.490  2.108
H  2.152  0.764  0.997
H  1.195  1.204  2.416



Model B:
A 2-piece molecular cluster, C6H8O3 overall. Source: OMol25; level of theory: the ωB97M-V functional and the def2-TZVPD basis.

Values from the calculation:
Charge: 0
HOMO-LUMO gap in eV: 9.834
E_LUMO in eV: -0.3

Element x y z (Å)
C  -0.492  -0.343  0.227
C  -0.017  -1.787  0.165
C  2.022  0.971  -0.600
C  0.798  0.969  -1.482
O  -0.318  0.304  -1.079
O  -0.083  0.368  1.301
C  -1.985  -0.196  0.451
C  -2.828  0.356  1.144
O  0.755  1.516  -2.551
H  -1.341  0.710  1.621
H  1.070  -1.792  0.111
H  -0.432  -2.288  -0.708
H  -0.324  -2.307  1.071
H  2.395  -0.045  -0.468
H  1.792  1.361  0.389
H  2.783  1.579  -1.081
H  -3.795  0.625  1.489



Which of them is most stable? Easy: model A.



Model A:
One molecule with the formula C12H10. Source: OMol25; level of theory: the ωB97M-V functional and the def2-TZVPD basis.

Values from the calculation:
Charge: 0
HOMO-LUMO gap in eV: 9.828
E_LUMO in eV: 1.0

Element x y z (Å)
C  2.151  2.179  -1.889
C  1.151  2.706  -0.896
C  0.446  1.876  -0.228
C  0.439  0.482  -0.382
C  -0.458  -0.435  0.396
C  -1.383  -1.200  -0.269
C  -2.254  -2.013  0.456
C  -2.150  -2.079  1.867
C  -1.161  -1.328  2.449
C  -0.357  -0.480  1.831
C  1.241  0.027  -1.306
C  2.204  0.813  -1.960
H  2.750  2.668  -2.558
H  1.247  3.805  -0.682
H  -0.245  2.150  0.639
H  -1.569  -1.189  -1.493
H  -2.865  -2.750  -0.165
H  -2.842  -2.941  2.460
H  -1.039  -1.446  3.703
H  0.377  -0.101  2.303
H  1.386  -1.104  -1.503
H  2.931  0.363  -2.773



Model B:
One molecule with the formula C12H10. Source: OMol25; level of theory: the ωB97M-V functional and the def2-TZVPD basis.

Values from the calculation:
Charge: 0
HOMO-LUMO gap in eV: 9.142
E_LUMO in eV: 0.7

Element x y z (Å)
C  3.502  0.020  0.036
C  2.872  1.204  0.350
C  1.411  1.169  0.284
C  0.743  0.068  -0.044
C  -0.717  -0.044  -0.021
C  -1.448  -1.200  0.263
C  -2.858  -1.238  0.290
C  -3.529  -0.003  0.011
C  -2.884  1.113  -0.262
C  -1.449  1.171  -0.315
C  1.512  -1.157  -0.274
C  2.863  -1.216  -0.313
H  4.666  0.160  -0.218
H  3.238  2.027  0.535
H  0.783  2.189  0.621
H  -0.963  -2.024  0.657
H  -3.416  -1.917  0.649
H  -4.551  0.143  -0.059
H  -3.269  2.254  -0.556
H  -1.047  2.144  -0.662
H  1.095  -2.095  -0.563
H  3.360  -2.201  -0.446



Which of them is most stable? Easy: model A.



Model A:
One molecule with the formula C5H12O2. Source: OMol25; level of theory: the ωB97M-V functional and the def2-TZVPD basis.

Values from the calculation:
Charge: 0
HOMO-LUMO gap in eV: 10.440
E_LUMO in eV: 1.1

Element x y z (Å)
C  -0.645  -1.443  -2.122
C  -1.257  -0.679  -0.959
O  -0.399  -0.699  0.165
C  -0.768  0.246  1.157
C  0.421  0.714  1.986
O  1.241  1.635  1.310
C  1.924  1.060  0.219
H  -0.515  -2.505  -1.893
H  0.327  -1.018  -2.403
H  -1.314  -1.372  -2.989
H  -2.240  -1.105  -0.700
H  -1.432  0.363  -1.272
H  -1.185  1.146  0.682
H  -1.536  -0.185  1.819
H  0.040  1.249  2.868
H  1.010  -0.146  2.342
H  1.228  0.665  -0.523
H  2.568  0.227  0.539
H  2.532  1.848  -0.226



Model B:
C5H12O2 as an isolated structure. Source: OMol25; level of theory: the ωB97M-V functional and the def2-TZVPD basis.

Values from the calculation:
Charge: 0
HOMO-LUMO gap in eV: 9.803
E_LUMO in eV: 0.7

Element x y z (Å)
C  -1.577  -0.045  1.974
C  -0.882  -0.984  0.986
C  -0.367  -0.199  -0.188
O  0.663  1.067  0.735
C  0.502  -0.704  -1.296
C  1.256  0.646  -1.926
O  2.268  1.097  -1.124
H  -2.021  -0.598  2.804
H  -0.874  0.695  2.360
H  -2.375  0.508  1.464
H  -1.606  -1.737  0.639
H  -0.057  -1.542  1.444
H  -1.164  0.424  -0.619
H  1.254  0.639  1.394
H  -0.037  -1.021  -2.196
H  1.185  -1.502  -0.960
H  0.427  1.382  -1.980
H  1.558  0.384  -2.955
H  1.707  1.297  -0.216



Model C:
A 2-piece molecular cluster, C5H12O2 overall. Source: OMol25; level of theory: the ωB97M-V functional and the def2-TZVPD basis.

Values from the calculation:
Charge: 0
HOMO-LUMO gap in eV: 10.344
E_LUMO in eV: 0.6

Element x y z (Å)
C  -0.112  -2.164  0.237
C  0.429  -0.765  0.065
C  1.685  -0.488  0.868
C  0.539  -0.178  -1.372
C  0.144  1.278  -1.306
O  -0.461  1.808  -2.202
H  -0.770  -2.282  1.098
H  0.666  -2.890  0.464
H  -0.507  -2.643  -0.631
H  -0.273  -0.114  0.553
H  2.490  -1.174  0.661
H  2.057  0.543  0.808
H  1.532  -0.475  1.955
H  -0.081  -0.746  -2.060
H  1.591  -0.307  -1.646
H  0.383  1.809  -0.368
O  -1.968  0.820  2.526
H  -1.185  0.599  3.038
H  -2.360  -0.001  2.195



Which of them is most stable? Easy: model C.



Model A:
C5H12O2 as an isolated structure. Source: OMol25; level of theory: the ωB97M-V functional and the def2-TZVPD basis.

Values from the calculation:
Charge: 0
HOMO-LUMO gap in eV: 9.971
E_LUMO in eV: 0.8

Element x y z (Å)
C  -2.460  0.633  0.276
C  -1.490  -0.538  0.078
C  -0.171  0.012  -0.442
O  0.160  1.055  0.481
C  1.079  -0.827  -0.522
C  2.247  0.660  -0.146
O  0.997  -1.875  0.438
H  -2.065  1.350  1.001
H  -2.597  1.181  -0.665
H  -3.438  0.291  0.621
H  -1.291  -1.041  1.033
H  -1.915  -1.285  -0.596
H  -0.297  0.474  -1.431
H  0.448  0.567  1.271
H  1.192  -1.337  -1.525
H  2.249  1.449  0.669
H  3.159  0.120  -0.017
H  2.212  1.285  -1.047
H  1.883  -2.147  0.695



Model B:
C5H12O2 as an isolated structure. Source: OMol25; level of theory: the ωB97M-V functional and the def2-TZVPD basis.

Values from the calculation:
Charge: 0
HOMO-LUMO gap in eV: 9.410
E_LUMO in eV: 0.9

Element x y z (Å)
C  -1.917  -2.003  -0.123
C  -1.097  -0.844  -0.679
C  -0.476  0.020  0.420
O  0.381  -0.744  1.263
C  0.269  1.212  -0.157
C  1.244  1.853  0.642
O  2.660  0.960  -0.197
H  -2.303  -2.643  -0.924
H  -1.304  -2.616  0.545
H  -2.773  -1.637  0.456
H  -1.722  -0.206  -1.320
H  -0.285  -1.220  -1.318
H  -1.283  0.343  1.096
H  1.174  -0.954  0.747
H  -0.259  1.819  -0.890
H  1.553  0.794  -0.683
H  1.466  1.478  1.637
H  1.534  2.884  0.453
H  3.233  1.532  -0.738



Model C:
One molecule with the formula C5H12O2. Source: OMol25; level of theory: the ωB97M-V functional and the def2-TZVPD basis.

Values from the calculation:
Charge: 0
HOMO-LUMO gap in eV: 10.427
E_LUMO in eV: 0.8

Element x y z (Å)
C  2.069  0.962  0.923
C  0.985  -0.041  1.331
C  0.219  -0.685  0.167
O  -0.669  -1.689  0.586
C  -0.809  0.236  -0.544
C  -1.044  -0.221  -1.977
O  -2.105  0.194  0.381
H  2.868  0.488  0.338
H  1.661  1.779  0.315
H  2.537  1.416  1.805
H  1.432  -0.852  1.922
H  0.241  0.439  1.975
H  0.985  -1.093  -0.538
H  -1.490  -1.094  0.820
H  -0.639  1.298  -0.443
H  -0.924  -1.307  -2.086
H  -2.049  0.070  -2.281
H  -0.344  0.261  -2.675
H  -2.924  -0.160  -0.019



Model D:
A 3-piece molecular cluster, C5H12O2 overall. Source: OMol25; level of theory: the ωB97M-V functional and the def2-TZVPD basis.

Values from the calculation:
Charge: 0
HOMO-LUMO gap in eV: 8.253
E_LUMO in eV: -0.3

Element x y z (Å)
C  -1.158  1.509  0.354
C  -0.793  0.095  0.355
C  -1.132  -0.603  -0.884
C  -1.267  0.090  -2.046
C  -1.026  -2.112  -0.853
H  -1.795  2.101  -0.246
H  -0.564  2.012  1.253
H  -0.719  -0.476  1.324
H  -1.122  -0.450  -3.007
H  -1.420  1.215  -1.936
H  -0.128  -2.394  -1.466
H  -2.027  -2.656  -1.243
H  -0.934  -2.496  0.190
O  1.874  0.543  2.642
H  1.237  0.429  1.964
H  2.684  0.728  2.123
O  2.264  0.306  -0.088
H  2.481  1.129  -0.339
H  1.457  0.203  -0.602



Which of them is most stable? Easy: model C.